The following is a DFT calculation (ωB97M-V with the def2-TZVPD basis set) of C20H49BF4N6O6Rb as an isolated structure.

The geometry in XYZ format:
```
87
Properties=species:S:1:pos:R:3:forces:R:3:lowdin_charge:R:1
Rb 4.972127 2.626138 -1.454264 -0.27 -0.50 0.14 0.86
C -1.367201 -3.702340 -9.651882 0.03 0.29 -0.67 -0.13
C -2.114033 -2.390560 -9.243608 3.13 1.55 0.84 -0.64
C -2.396487 -2.565468 -7.742431 -1.37 0.58 0.37 -0.14
O -1.350681 -1.197706 -9.485781 -0.98 -2.09 0.14 -0.43
H -0.546002 -4.011117 -9.005054 0.14 0.47 0.32 0.05
H -0.943550 -3.546113 -10.643951 0.03 -0.03 -0.17 0.05
H -2.012727 -4.579381 -9.698651 -0.43 -0.12 -0.05 0.04
H -3.043442 -2.391172 -9.813063 -0.62 0.03 -0.07 0.09
H -3.157223 -3.336354 -7.619528 0.09 -0.67 0.27 0.05
H -2.877267 -1.708129 -7.271370 -0.16 0.57 -0.46 0.05
H -1.562809 -2.709275 -7.055112 0.47 -0.49 -0.57 0.06
B 1.954518 -0.870572 -2.397468 -1.12 -0.73 -1.41 -1.38
F 2.598027 -0.339039 -3.497504 1.91 -0.06 -1.08 0.10
F 1.052757 -1.850202 -2.825273 0.20 -0.63 0.24 0.10
F 2.821391 -1.375418 -1.428471 0.56 0.01 0.56 0.09
F 1.224958 0.194432 -1.972944 -1.14 1.79 2.15 0.12
C 2.873519 6.361829 3.917625 0.16 0.11 0.17 -0.12
O 3.442482 5.083449 3.918209 -0.14 -2.03 -2.14 -0.18
C 2.863820 4.264851 2.844810 -0.65 -0.62 0.25 -0.20
C 3.360004 2.842116 2.794718 0.49 -0.13 1.47 -0.24
N 4.788978 2.851272 2.621974 0.33 0.12 -1.74 -0.08
C 5.438783 1.575189 2.947102 0.75 1.66 1.42 -0.16
C 6.945668 1.595977 2.648022 -0.28 -0.60 -0.22 -0.23
O 7.156240 1.469661 1.287690 -0.28 -1.02 -1.88 -0.24
C 8.524011 1.482090 0.915298 -0.87 0.92 -0.59 -0.09
H 3.068485 6.887503 2.982883 -0.07 0.08 -0.17 0.09
H 3.374502 6.898227 4.723471 -0.35 0.12 0.04 0.09
H 1.799886 6.255592 4.072983 -0.14 0.42 0.14 0.09
H 2.994591 4.547070 1.800135 0.49 1.45 0.11 0.12
H 1.784853 4.151294 2.949857 -0.26 0.53 0.43 0.12
H 2.834791 2.294273 2.012331 -0.09 -0.03 0.05 0.13
H 3.208581 2.384818 3.772500 -0.84 -0.42 0.18 0.12
H 5.030753 3.585010 3.272571 1.01 -0.11 0.09 0.10
H 4.901632 0.710534 2.557297 0.24 0.16 -0.44 0.13
H 5.366002 1.523540 4.033446 0.05 -0.69 0.41 0.12
H 7.422133 0.730117 3.107769 -0.01 -0.08 0.59 0.12
H 7.522619 2.487125 2.895159 -0.54 0.44 1.08 0.13
H 8.546184 1.138354 -0.118848 0.27 -0.21 0.13 0.09
H 9.203221 0.910614 1.547898 -0.20 -0.16 0.12 0.10
H 8.781299 2.541267 0.909547 0.77 0.10 0.10 0.09
C -6.619251 -0.594170 1.892187 0.12 -0.81 -0.42 -0.04
C -5.084644 -0.347879 1.984655 0.32 1.62 -0.06 -0.42
C -4.852735 1.234408 2.046740 -0.88 -0.11 1.01 -0.09
C -5.403339 1.942489 3.414391 0.90 -0.65 -3.10 -0.18
C -4.728076 1.271824 4.522745 -0.60 -1.84 0.70 -0.17
C -4.794521 -0.305433 4.507727 -1.48 -0.03 1.64 -0.49
N -4.516712 -0.885990 3.245978 0.79 3.42 -2.61 -0.19
O -4.360815 -2.234248 3.286641 0.30 -1.43 0.14 0.01
C -3.734375 -0.749047 5.517164 -0.13 -0.53 0.25 -0.05
C -6.178202 -0.894042 5.005825 -0.28 0.66 0.40 -0.02
C -4.251458 -0.817415 0.702822 -0.48 -0.07 1.46 -0.02
H -6.897539 -1.592182 2.230745 0.30 -0.14 0.34 0.08
H -7.036028 -0.609882 0.885137 0.31 0.57 -0.26 0.08
H -7.180624 0.110781 2.505369 0.09 0.05 -0.20 0.06
H -3.778959 1.373594 1.921251 0.15 0.19 0.51 0.10
H -5.268772 1.674522 1.140475 -0.39 -0.01 0.07 0.10
H -6.488406 1.915559 3.514317 0.01 0.02 -0.30 0.10
H -5.028298 2.957328 3.546801 -0.53 0.41 -0.87 0.10
H -5.299151 1.633443 5.377841 0.66 -0.31 0.79 0.12
H -3.703072 1.642566 4.517211 0.18 -0.44 0.43 0.12
H -3.886856 -0.173891 6.430431 0.42 0.16 -0.01 0.08
H -3.809114 -1.793463 5.819994 -0.31 -0.11 -0.16 0.08
H -2.733386 -0.661733 5.094694 0.11 0.52 0.15 0.09
H -6.496795 -0.509424 5.974681 0.36 0.04 0.34 0.07
H -7.047697 -0.694034 4.379673 0.35 0.24 -0.31 0.05
H -6.141074 -1.980722 5.082268 0.34 0.02 -0.01 0.08
H -4.463671 -0.214129 -0.179851 -0.79 -0.35 -0.03 0.08
H -4.381774 -1.893059 0.584055 -0.17 0.13 -0.49 0.08
H -3.177777 -0.648673 0.785398 0.09 -0.02 0.75 0.07
H -3.413982 -2.214222 3.443887 0.26 -1.25 -0.13 0.11
C 1.119095 -3.219030 2.960303 -1.26 -0.77 1.32 -0.82
O 0.344525 -3.575549 3.806879 -0.97 -0.82 2.60 0.03
N 2.377187 -3.567308 2.872163 4.37 -1.37 0.18 0.16
N 0.727133 -2.448981 2.007869 -0.96 2.76 -3.45 0.18
H 2.892190 -3.910871 3.670187 -0.55 -0.17 -0.18 0.11
H 2.956544 -3.273866 2.098643 -0.22 0.06 0.22 0.11
H 1.324194 -2.376136 1.196494 -0.72 0.66 -0.24 0.12
H -0.191607 -2.039556 2.099437 0.28 -0.27 -0.61 0.12
C 3.509922 -1.803098 -8.992029 2.74 1.95 -2.31 -0.78
O 4.629528 -2.109429 -8.653437 1.65 -1.90 0.91 0.00
N 2.508215 -1.581285 -8.225510 -3.01 0.01 2.34 0.19
N 3.334936 -1.315849 -10.254078 -0.43 0.05 -1.18 0.13
H 1.697613 -1.171302 -8.667046 -0.69 -0.51 0.80 0.11
H 2.516072 -1.999301 -7.306104 -0.40 0.41 -0.15 0.13
H 2.466202 -0.850975 -10.476122 0.26 -0.36 -0.58 0.09
H 4.059962 -1.519838 -10.926992 -0.45 0.30 0.18 0.10
```
Forces are in eV/Å.

The value obtained for the energy relative to the best compared isomer or geometry (same formula, charge and spin) is 71.97 kcal per mole. The calculation puts the molar mass at 641.92 g/mol. As for the net charge: -1. As for the spin multiplicity: 1. Its maximum force is 0.089 hartree/bohr.